Below is 19 unconnected molecules or ions with the total composition C38H114O19, with properties calculated with ωB97M-V with the def2-TZVPD basis set.

The geometry in XYZ format:
```
171
Properties=species:S:1:pos:R:3
C 3.39600 1.90564 -4.78400
C 2.51372 1.14104 -3.74495
O 2.74205 -0.21714 -3.97169
H 3.20178 1.59057 -5.80923
H 4.42914 1.58028 -4.66211
H 3.30568 2.97844 -4.61350
H 1.50467 1.54526 -3.82562
H 2.86136 1.50560 -2.77833
H 2.09169 -0.73654 -3.49329
C 5.27687 -0.03426 -1.07814
C 5.66095 -1.30447 -1.90804
O 5.49630 -0.85846 -3.24733
H 4.26099 0.33029 -1.23046
H 5.91073 0.85236 -1.09320
H 5.26021 -0.23022 -0.00602
H 5.04336 -2.15689 -1.62510
H 6.73304 -1.49251 -1.84996
H 4.55623 -0.69627 -3.35489
C -3.15577 -5.72113 -3.75816
C -3.42296 -5.65914 -2.25879
O -3.45542 -7.02915 -1.76534
H -2.19607 -6.22235 -3.88419
H -3.12434 -4.72630 -4.20248
H -3.98680 -6.25269 -4.22177
H -4.43630 -5.29419 -2.09132
H -2.67960 -4.97436 -1.85064
H -4.33995 -7.35117 -1.95377
C 1.43948 -3.69079 -1.98494
C 1.68288 -2.24069 -1.68608
O 0.86502 -1.40277 -2.48175
H 2.18131 -4.23371 -1.39924
H 1.74978 -3.93076 -3.00192
H 0.41113 -4.02433 -1.84585
H 2.73936 -2.04150 -1.86575
H 1.39724 -2.09301 -0.64459
H 0.62663 -0.68963 -1.88490
C -4.77999 3.44784 0.80657
C -4.15717 2.09751 1.08943
O -4.14147 1.40380 -0.15441
H -4.14665 4.05495 0.15972
H -5.12438 4.01215 1.67320
H -5.64428 3.20082 0.19008
H -4.81397 1.44418 1.66377
H -3.12946 2.20056 1.43769
H -5.06835 1.29283 -0.37841
C 0.84532 5.89435 4.59055
C -0.21150 5.98023 3.46961
O 0.34949 6.91117 2.55238
H 0.46793 5.12462 5.26375
H 0.71021 6.82790 5.13673
H 1.87592 5.67539 4.31125
H -1.15746 6.34614 3.86880
H -0.30024 5.02144 2.95879
H -0.44840 7.15386 2.07692
C 0.72239 5.15870 -4.59923
C 1.14152 5.06768 -6.07527
O 1.25708 6.33661 -6.54164
H 0.69795 4.19641 -4.08787
H -0.30247 5.52231 -4.52481
H 1.36031 5.81783 -4.01041
H 0.48820 4.49838 -6.73645
H 2.16142 4.69209 -6.15799
H 1.97842 6.69574 -6.01984
C 2.33192 1.56584 6.88571
C 2.58263 2.96788 7.48456
O 3.65425 3.55839 6.80334
H 1.52345 0.99179 7.33841
H 3.19020 0.90511 7.00780
H 2.08350 1.60070 5.82496
H 2.74890 2.97068 8.56181
H 1.70250 3.59035 7.32334
H 3.61513 4.51629 6.75340
C -0.24798 -2.12030 6.88735
C -1.48191 -1.37090 6.32517
O -2.68710 -2.06427 6.47316
H 0.03305 -3.00657 6.31845
H -0.46091 -2.27806 7.94464
H 0.65334 -1.50781 6.86289
H -1.28143 -1.27789 5.25780
H -1.60459 -0.44829 6.89249
H -2.57944 -2.98224 6.21362
C 5.33981 -2.81438 1.43803
C 6.83298 -3.19648 1.35102
O 6.92605 -4.53402 0.96721
H 5.31249 -1.73271 1.56977
H 4.94074 -3.35891 2.29380
H 4.95124 -3.07438 0.45339
H 7.47579 -2.95538 2.19764
H 7.25037 -2.65657 0.50108
H 7.13944 -5.05237 1.74655
C 0.12984 4.44964 -0.00987
C 1.56696 4.85588 -0.44811
O 2.29233 5.36353 0.64478
H 0.17647 3.61569 0.69045
H -0.49839 4.24504 -0.87680
H -0.44016 5.25725 0.44945
H 1.56289 5.55896 -1.28103
H 2.14440 4.04086 -0.88447
H 1.75880 5.73908 1.34899
C 0.92753 -6.39501 3.18881
C 0.26556 -6.75796 4.52664
O 0.29560 -5.66456 5.37681
H 0.78938 -7.12970 2.39555
H 1.98117 -6.20416 3.39258
H 0.55192 -5.50714 2.68017
H 0.77480 -7.62640 4.94447
H -0.78548 -7.03591 4.44805
H -0.51404 -5.14984 5.34289
C -1.26277 -2.82577 -4.92100
C -2.22615 -2.18584 -3.94427
O -3.32025 -1.62278 -4.64334
H -0.51686 -2.10458 -5.25505
H -1.78810 -3.31384 -5.74194
H -0.49519 -3.44819 -4.46109
H -1.78006 -1.53928 -3.18858
H -2.66669 -2.98443 -3.34739
H -3.12763 -0.81946 -5.13238
C -6.34873 -3.84228 -0.50761
C -6.05192 -2.40828 -0.79564
O -5.49309 -1.71665 0.32771
H -7.09769 -4.20109 0.19837
H -5.47657 -4.33092 -0.07326
H -6.47032 -4.40815 -1.43125
H -7.02206 -1.94220 -0.96798
H -5.51664 -2.26954 -1.73495
H -5.04881 -0.96249 -0.06657
C -0.40405 1.59855 -6.55397
C -1.93036 1.87771 -6.52510
O -2.65260 0.90374 -5.89067
H 0.14267 2.29513 -7.18955
H -0.18040 0.54013 -6.68752
H 0.03350 1.72145 -5.56324
H -2.19283 1.89685 -7.58286
H -2.12248 2.93208 -6.32641
H -3.32762 0.62958 -6.51581
C -0.63521 -0.51399 0.89828
C 0.45874 0.51509 0.58976
O 0.41006 0.97158 -0.80715
H -1.62661 -0.09136 0.73520
H -0.54490 -0.94517 1.89530
H -0.60400 -1.29170 0.13519
H 1.43187 0.06451 0.78497
H 0.48550 1.27890 1.36692
H -0.48170 1.22682 -1.05460
C -4.30054 -3.32817 3.13442
C -4.71120 -4.73404 3.42308
O -3.64831 -5.57325 3.32272
H -5.05847 -2.54620 3.18092
H -4.00203 -3.28117 2.08714
H -3.47152 -3.00398 3.76349
H -5.46189 -5.06521 2.70552
H -5.26202 -4.73949 4.36365
H -3.93481 -6.47477 3.15906
C -2.80548 3.76253 -2.93643
C -2.11921 2.40473 -2.90818
O -1.88484 2.04664 -1.53876
H -2.18048 4.49012 -2.41866
H -3.80205 3.65445 -2.50833
H -2.84138 3.99914 -3.99983
H -1.11917 2.43496 -3.34072
H -2.82514 1.68241 -3.31806
H -2.78262 1.91661 -1.22463
C 4.73130 2.84874 3.80795
C 3.60908 2.95369 2.72553
O 4.19932 3.72502 1.65821
H 5.39469 3.67741 4.05563
H 5.52852 2.19086 3.46192
H 4.54309 2.40059 4.78356
H 2.66824 3.38099 3.07240
H 3.26985 1.97140 2.39668
H 3.62227 4.43058 1.35688
```

Calculated values
* E_HOMO: -9.2932 eV
* energy: -2945.4184 a.u.
* relative energy (zero: lowest compared OMol25 entry of this formula, charge and spin): 399.76 kJ/mol
* frontier orbital gap: 9.33 eV